Entry 1:
A single C14H17BrN2O5 molecule. Source: the Open Molecules 2025 dataset; level of theory: wB97M-V/def2-TZVPD.

CARTESIAN COORDINATES (ANGSTROEM)
C  3.83798  0.36792  2.07837
C  4.21462  0.68741  0.63771
O  3.63439  -0.24015  -0.27934
C  2.27819  -0.18809  -0.41321
C  1.54522  -1.33795  -0.12164
Br  2.50739  -2.86710  0.44405
C  0.16823  -1.38040  -0.20728
C  -0.52057  -0.23633  -0.58558
C  -2.03278  -0.22871  -0.58968
N  -2.55960  -1.45461  -1.14120
C  -3.67236  -2.13842  -0.77904
O  -4.03217  -3.11135  -1.40225
C  -4.39267  -1.65648  0.46716
C  -4.06604  -0.22158  0.85775
C  -2.55040  -0.04761  0.84801
N  -2.18724  1.31545  1.29625
O  -1.49355  1.40687  2.27727
O  -2.61074  2.23686  0.64316
C  0.18685  0.90642  -0.92222
C  1.57591  0.93957  -0.86905
O  2.19788  2.10598  -1.22663
C  3.14655  2.00840  -2.27800
H  2.76920  0.50720  2.23411
H  4.09698  -0.66150  2.31517
H  4.37605  1.03131  2.74928
H  3.92006  1.71304  0.39150
H  5.29015  0.57299  0.48532
H  -0.36040  -2.28946  0.03496
H  -2.38561  0.63390  -1.17929
H  -2.10276  -1.79498  -1.97666
H  -5.46301  -1.77983  0.29996
H  -4.11378  -2.34090  1.27336
H  -4.51040  0.48150  0.15030
H  -4.46677  -0.00626  1.85048
H  -2.06405  -0.75110  1.53032
H  -0.32445  1.80250  -1.23969
H  3.90909  1.25143  -2.08431
H  3.61167  2.98954  -2.34789
H  2.64294  1.77455  -3.22151

Calculated values
F_max: 1.02 eV/A
highest occupied orbital energy: -9.15 eV
charge: 0
relative energy (zero: lowest compared OMol25 entry of this formula, charge and spin): 0.0 kcal per mole
frontier orbital gap: 9.34 eV
SMILES: CCOc1c(Br)cc([C@H]2NC(=O)CC[C@@H]2[N+](=O)[O-])cc1OC

=====

Entry 2:
5 unconnected molecules or ions with the total composition C14H17Cl12N2O2. Source: the Open Molecules 2025 dataset; level of theory: wB97M-V/def2-TZVPD.

CARTESIAN COORDINATES (ANGSTROEM)
C  -0.73521  -2.65429  -0.11391
C  -0.08883  -1.73168  0.27977
N  0.62496  -0.66592  0.81252
N  1.74464  -0.98799  1.43263
C  2.39737  0.00337  1.97292
C  1.93328  1.34409  1.88298
C  0.76705  1.66298  1.19545
C  0.19112  3.05379  1.05717
O  1.07793  3.89358  0.37406
C  0.34051  4.90752  -0.34105
C  0.00971  4.50138  -1.79137
C  1.17361  3.85569  -2.56684
C  0.09497  0.56040  0.63820
O  -1.05069  0.67877  -0.04881
H  -1.38233  -3.50159  -0.24796
H  3.30080  -0.20029  2.53361
H  2.50067  2.10622  2.39520
H  -0.00266  3.41715  2.08092
H  -0.78782  2.98343  0.57324
H  -0.58987  5.15222  0.18282
H  0.97340  5.79764  -0.31469
H  -0.25881  5.43997  -2.28628
H  -0.88731  3.87177  -1.78670
H  0.79709  3.04488  -3.19395
H  1.61038  4.60930  -3.22688
H  1.97113  3.48898  -1.92573
H  -0.80352  0.84590  -0.97671
C  -3.99706  0.49164  -1.37428
Cl  -5.53604  1.06490  -0.74072
Cl  -4.15713  -1.12610  -2.05694
Cl  -3.34772  1.62134  -2.57071
H  -3.29602  0.43754  -0.55342
C  -2.53239  -6.47790  -0.75332
Cl  -0.85158  -6.21923  -1.23578
Cl  -3.43686  -4.95496  -0.81984
Cl  -3.29203  -7.69472  -1.76809
H  -2.54318  -6.83068  0.26875
C  -1.25836  -8.64853  2.46481
Cl  -1.00721  -9.28583  4.08473
Cl  -2.90290  -8.97236  1.91107
Cl  -0.91490  -6.91051  2.41693
H  -0.57043  -9.14506  1.79261
C  4.95755  3.48760  0.16543
Cl  3.90540  2.03695  0.29428
Cl  6.53381  3.02708  -0.45845
Cl  4.23765  4.74032  -0.82315
H  5.08787  3.88123  1.16550

Calculated values
F_max: 2.02 eV/A
highest occupied orbital energy: -12.98 eV
charge: +1
frontier orbital gap: 8.01 eV

=====

Entry 3:
A molecular structure, C14H17Cl2HgN4S. Source: the Open Molecules 2025 dataset; level of theory: wB97M-V/def2-TZVPD.

CARTESIAN COORDINATES (ANGSTROEM)
Hg  0.30298  -0.16204  0.36574
C  -3.99248  -1.15099  -0.60773
C  -2.52938  -0.85438  -0.74527
N  -1.87367  -0.18647  0.23476
N  -2.67488  0.40746  1.18415
C  -2.26770  1.01355  2.29490
N  -3.27336  1.60729  3.01464
S  -0.68073  1.07374  2.85223
C  -1.78382  -1.25389  -1.88849
C  -2.35217  -1.94405  -2.98972
C  -1.56211  -2.29137  -4.05530
C  -0.20278  -1.96448  -4.05315
C  0.28833  -1.28930  -2.95243
N  -0.45879  -0.93757  -1.91044
H  -4.23633  -1.46900  0.40935
H  -4.28893  -1.96210  -1.26523
H  -4.63031  -0.29311  -0.85722
H  -3.64657  0.50400  0.92899
H  -4.06381  1.98009  2.51023
H  -2.94346  2.19004  3.76562
H  -3.40384  -2.18693  -3.00810
H  -1.99678  -2.81423  -4.89815
H  0.44592  -2.22009  -4.87827
H  1.33261  -1.00546  -2.89155
C  2.42644  -0.17614  0.60609
C  2.85997  -1.52384  0.19777
C  3.46353  -1.44152  -1.01476
C  3.49012  -0.05909  -1.43299
C  2.90531  0.70441  -0.47493
H  2.58331  0.12918  1.63794
H  2.71592  -2.41675  0.78821
H  3.85719  -2.27256  -1.58290
H  3.90798  0.30361  -2.36171
H  2.79697  1.77915  -0.48295
Cl  -0.42740  2.84493  -1.04690
C  -1.21397  3.76613  0.23856
Cl  -2.98231  3.78280  0.05161
H  -0.87070  4.79150  0.18765
H  -0.98339  3.29430  1.18794

Calculated values
F_max: 0.17 eV/A
highest occupied orbital energy (spin up / spin down): -5.71 / -7.95 eV
charge: 0
spin multiplicity: 2
relative energy (zero: lowest compared OMol25 entry of this formula, charge and spin): 2.1 kcal per mole
frontier orbital gap (spin up / spin down): 6.03 / 7.91 eV

=====

Entry 4:
A single C14H17Cl2N3O2 molecule. Source: the Open Molecules 2025 dataset; level of theory: wB97M-V/def2-TZVPD.

CARTESIAN COORDINATES (ANGSTROEM)
O  -0.79088  2.28343  1.12389
C  -0.72799  1.08670  0.92688
N  0.03273  0.24469  1.66746
C  0.80710  0.72716  2.78300
C  2.27797  0.30519  2.72806
C  2.94829  0.62199  1.38264
N  2.57039  1.89703  0.84060
C  2.95824  3.15870  1.42704
C  2.01134  4.15689  0.75396
C  1.69835  3.49991  -0.58852
C  1.87943  2.02173  -0.31176
O  1.50503  1.09095  -0.99585
N  -1.52241  0.49883  -0.04036
C  -1.48889  -0.77843  -0.56870
C  -0.28970  -1.46321  -0.76560
C  -0.30032  -2.74745  -1.27876
Cl  1.19985  -3.57284  -1.49423
C  -1.48449  -3.37591  -1.63155
C  -2.67500  -2.68509  -1.48738
C  -2.67862  -1.40678  -0.96038
Cl  -4.18129  -0.56137  -0.78634
H  -0.03128  -0.74857  1.51808
H  0.37171  0.36891  3.72497
H  0.71861  1.81536  2.75628
H  2.36389  -0.76870  2.90374
H  2.80092  0.81638  3.53824
H  2.65020  -0.11732  0.63433
H  4.03765  0.57522  1.50085
H  4.01058  3.37545  1.19305
H  2.84522  3.13857  2.51296
H  1.08953  4.23479  1.33002
H  2.45426  5.14558  0.65453
H  2.40252  3.79346  -1.36999
H  0.68796  3.69949  -0.93680
H  -2.26025  1.10384  -0.37736
H  0.64047  -0.94690  -0.58972
H  -1.47624  -4.37750  -2.02870
H  -3.60658  -3.14440  -1.77775

Calculated values
F_max: 0.63 eV/A
highest occupied orbital energy: -8.60 eV
charge: 0
frontier orbital gap: 9.30 eV
SMILES: O=C(NCCCN1CCCC1=O)Nc1cc(Cl)ccc1Cl

=====

Entry 5:
3 unconnected molecules or ions with the total composition C14H17F16INO6P. Source: the Open Molecules 2025 dataset; level of theory: wB97M-V/def2-TZVPD.

CARTESIAN COORDINATES (ANGSTROEM)
F  1.29014  -3.82910  4.40387
C  1.60773  -4.83164  5.24450
F  1.47894  -4.37754  6.51108
C  3.05564  -5.28806  5.03641
F  3.90396  -4.28968  5.35341
F  3.23274  -6.29360  5.94511
C  3.43081  -5.89675  3.67659
O  4.08271  -5.05718  2.74358
C  3.40432  -4.34154  1.79667
F  2.09137  -4.62205  1.78575
F  3.89783  -4.70107  0.58798
C  3.67400  -2.83879  1.94148
F  3.27737  -2.40480  3.15308
F  2.97859  -2.16864  0.99781
H  0.91614  -5.66523  5.09613
H  4.17961  -6.64948  3.91812
H  2.58502  -6.41967  3.22925
H  4.74055  -2.64200  1.81713
F  0.94144  4.03479  -0.35670
C  1.75976  5.10345  -0.28492
F  2.39980  5.06461  0.90376
C  0.96774  6.41299  -0.36937
F  0.15471  6.52955  0.69937
F  1.91680  7.39218  -0.28561
C  0.19297  6.70567  -1.66353
O  -1.19763  6.44522  -1.66216
C  -1.72133  5.25095  -2.06247
F  -0.78847  4.41681  -2.55208
F  -2.59732  5.50294  -3.06288
C  -2.53283  4.58875  -0.94196
F  -1.75828  4.35801  0.13398
F  -2.99257  3.39931  -1.39644
H  2.50002  5.04922  -1.08757
H  0.25560  7.78686  -1.77547
H  0.68698  6.26545  -2.53018
H  -3.37256  5.22425  -0.65611
C  -0.94492  0.45028  -2.27627
C  -0.00194  -0.75131  -2.46754
C  -0.69888  -2.12159  -2.59741
I  0.45819  -3.65213  -1.60395
O  -1.98615  -2.17141  -2.00282
C  -2.99880  -1.86476  -2.83468
O  -2.88491  -1.58383  -3.99041
O  -4.13482  -1.86410  -2.12552
P  -5.11660  -0.48372  -2.29998
N  -4.89326  0.01387  -0.67805
O  -6.55398  -1.22338  -2.11684
H  -0.46684  1.22380  -1.66755
H  -1.22348  0.91848  -3.22431
H  -1.86928  0.18814  -1.76194
H  0.72605  -0.76339  -1.65452
H  0.55615  -0.60838  -3.39839
H  -0.73865  -2.45427  -3.63061
H  -4.84973  1.03091  -0.67190
H  -4.00894  -0.33494  -0.31885
H  -7.01157  -1.16244  -2.96611

Calculated values
F_max: 0.78 eV/A
highest occupied orbital energy: -9.39 eV
charge: 0
frontier orbital gap: 9.86 eV
SMILES: FC(F)C(F)(F)COC(F)(F)C(F)F.FC(F)C(F)(F)COC(F)(F)C(F)F.CC[C@@H](I)OC(=O)OP(N)O

=====

Entry 6:
A molecular structure, C14H17F5N2O2RhTe. Source: the Open Molecules 2025 dataset; level of theory: wB97M-V/def2-TZVPD.

CARTESIAN COORDINATES (ANGSTROEM)
Rh  0.04959  -0.24510  0.35983
C  -1.22498  0.49393  -2.40079
N  -1.18643  -0.68191  -1.52344
C  -0.59313  -1.81602  -2.24220
C  -2.53426  -1.03999  -1.04692
C  -2.43510  -1.77113  0.24744
C  -3.32779  -2.75679  0.64777
C  -3.26368  -3.26675  1.93875
C  -2.31530  -2.78751  2.83205
C  -1.39139  -1.82672  2.42757
C  -1.44908  -1.35171  1.13023
H  -1.78003  0.25975  -3.31672
H  -0.20936  0.78654  -2.65756
H  -1.69804  1.32284  -1.88739
H  -1.15289  -2.01658  -3.16322
H  -0.62197  -2.70682  -1.61477
H  0.43645  -1.58700  -2.49683
H  -3.08515  -1.61483  -1.80048
H  -3.07895  -0.10967  -0.87266
H  -4.08438  -3.11328  -0.04178
H  -3.97210  -4.02173  2.25384
H  -2.29377  -3.15040  3.85124
H  -0.66638  -1.43138  3.12700
O  1.77699  -1.14482  -0.70916
N  2.36523  -2.27491  -0.40306
C  1.71569  -3.23292  0.28670
C  2.30693  -4.45504  0.51619
C  3.59150  -4.69676  0.05517
C  4.26138  -3.67427  -0.59885
C  3.63256  -2.46874  -0.81387
H  0.72697  -2.96260  0.63560
H  1.75343  -5.21075  1.05422
H  4.06267  -5.65624  0.21194
H  5.27506  -3.80485  -0.94834
H  4.07858  -1.62465  -1.31630
F  1.10588  3.49544  1.27957
Te  0.16082  2.09954  2.15081
F  1.36509  2.45002  3.54128
F  -0.81379  3.52594  3.04240
F  -0.34783  1.75412  -0.16519
F  -0.66578  0.91021  3.46404
O  1.30630  0.70183  1.60746

Calculated values
F_max: 2.49 eV/A
highest occupied orbital energy (spin up / spin down): -8.61 / -8.95 eV
charge: 0
spin multiplicity: 2
relative energy (zero: lowest compared OMol25 entry of this formula, charge and spin): 45.3 kcal per mole
frontier orbital gap (spin up / spin down): 7.26 / 7.27 eV